Run P
A gas-phase ion, C5H9NO2P (charge -1), computed with ωB97M-V with the def2-TZVPD basis set.

Structure (XYZ):
```
18
Properties=species:S:1:pos:R:3:mulliken_charge:R:1
C -0.923 -1.245 2.298 -0.976
P -0.129 0.221 2.026 0.957
O 0.604 0.899 3.097 -0.743
C -1.588 1.273 1.778 0.263
N -2.516 1.883 1.482 -0.537
O 0.817 0.577 0.279 -0.571
C 0.362 -0.140 -0.777 0.533
C -0.298 1.041 -1.761 -1.151
C 1.532 -0.775 -1.518 -1.371
H -0.177 -1.749 2.768 0.266
H -1.313 -1.752 1.392 0.248
H -0.403 -0.940 -0.577 0.145
H 0.555 1.619 -2.037 0.345
H -0.875 0.500 -2.478 0.367
H -1.054 1.639 -1.126 0.220
H 1.843 -1.393 -0.664 0.333
H 2.263 -0.147 -1.886 0.336
H 1.301 -1.511 -2.296 0.336
```

Output
Charge: -1
SMILES: C=[P@]([O-])(C#N)OC(C)C
Highest occupied orbital energy (eV): -4.4
LUMO energy (eV): 3.76

---

Run Q
A gas-phase ion, C5H9NO2P (charge -1), computed with ωB97M-V with the def2-TZVPD basis set.

Structure (XYZ):
```
18
Properties=species:S:1:pos:R:3:mulliken_charge:R:1
C -0.009 1.606 -1.077 -1.317
C 0.236 0.317 -0.222 0.145
C 1.085 0.646 1.092 -0.779
C 2.460 0.899 0.840 0.315
N 3.535 1.231 0.609 -0.528
P -1.413 -0.437 0.173 0.931
C -1.063 -2.305 -0.131 -1.167
O -1.583 -0.090 1.598 -0.793
O -2.477 -0.017 -0.788 -0.802
H 0.141 2.412 -0.370 0.292
H 0.736 1.645 -1.901 0.289
H -1.022 1.509 -1.607 0.374
H 0.834 -0.458 -0.890 0.343
H 0.762 1.414 1.732 0.413
H 1.142 -0.300 1.598 0.311
H -2.090 -2.746 -0.446 0.285
H -0.406 -2.445 -0.972 0.363
H -0.870 -2.882 0.763 0.326
```

Output
Charge: -1
SMILES: C[C@@H](CC#N)[P@@](C)(=O)[O-]
Highest occupied orbital energy (eV): -5.1
LUMO energy (eV): 3.81

---

Energy comparison, zero being the most stable, in hartree: run P 0.1126; run Q 0.0000.